# 1
The following is a quantum chemistry calculation of a single C18H25FN3PS molecule at a distorted geometry, from OMol25.

Values from the calculation:
Multiplicity: 1
Maximum force, eV Å⁻¹: 6.9
Total energy, hartree: -1704.2299
Gap between HOMO and LUMO, eV: 8.214

Atoms and positions in Å:
C  -4.0834  -0.9346  -0.8367
C  -3.2078  -2.0515  -0.6922
C  -2.4127  -2.3987  0.6543
C  -0.8060  -2.3429  0.5463
C  -0.2184  -3.2813  1.6949
N  0.2048  -3.9241  2.6206
P  -0.2425  -3.1584  -1.1173
S  -0.2636  -5.1075  -0.9593
C  -0.1779  -0.8366  0.5264
C  -0.3482  -0.3429  -1.0191
N  -0.3726  -0.0843  -2.2085
C  -1.0010  0.2310  1.4057
C  -1.2062  -0.1598  2.9535
C  -0.0987  0.4971  3.9553
F  -0.7449  1.6098  4.6642
C  1.3802  -0.8501  0.9277
C  2.3005  0.2474  0.1668
C  2.0105  1.7790  0.5812
C  1.1134  2.6149  -0.4558
N  1.5838  2.5879  -1.8706
C  2.8727  2.3019  -2.4745
C  2.6289  2.4578  -4.0308
C  1.1172  2.8802  -4.2520
C  0.5136  2.9610  -2.8187
H  -4.0081  -0.1083  -0.0350
H  -4.8593  -0.8422  -1.6814
H  -3.1031  -2.7365  -1.6222
H  -2.6807  -3.5021  0.9087
H  -2.8698  -1.7673  1.4915
H  1.1122  -2.7424  -1.3630
H  -1.0347  -2.7418  -2.2315
H  -0.5857  1.3009  1.3782
H  -2.0664  0.3050  0.9446
H  -2.2108  0.3291  3.2785
H  -1.3236  -1.2777  3.1677
H  0.8389  0.8676  3.4171
H  0.1669  -0.3014  4.7469
H  1.5317  -0.6521  2.0619
H  1.9061  -1.8699  0.7352
H  3.3852  0.0281  0.5310
H  2.3539  0.0786  -0.9825
H  1.5103  1.8541  1.6080
H  3.0391  2.3102  0.6892
H  1.1633  3.7263  -0.1103
H  -0.0140  2.3509  -0.4295
H  3.8138  2.0030  -1.9073
H  3.4042  2.2817  -4.8712
H  0.5322  3.0792  -5.2093
H  -0.5362  3.2373  -2.4515



# 2
The following is a quantum chemistry calculation of a molecular structure, C18H25FeN2O10S2Si at a distorted geometry, from OMol25.

Values from the calculation:
Multiplicity: 6
⟨S²⟩: 8.804
Maximum force, eV Å⁻¹: 1.6
Energy above the lowest of the compared OMol25 structures with the same formula, charge and spin, kcal per mole: 41.05
Total energy, hartree: -3912.5617
Total charge: -2
Gap between HOMO and LUMO (alpha / beta), eV: 6.847 / 6.049

Atoms and positions in Å:
Fe  1.3511  -0.0523  0.5820
C  -0.7363  3.2486  -1.8397
Si  -0.2404  3.0949  0.0340
C  0.5200  4.9335  -0.0795
C  -1.4288  3.6688  1.4169
N  -0.7863  1.2989  0.0399
C  -1.9607  0.7150  0.1485
C  -3.2117  1.4139  0.1294
C  -4.4200  0.7585  0.2041
C  -4.4552  -0.6325  0.3279
C  -3.2696  -1.3688  0.3611
C  -2.0515  -0.7222  0.2581
O  -0.8554  -1.3928  0.3030
C  -0.8908  -2.7611  0.0537
C  -1.1945  -3.2172  -1.2155
C  -1.1842  -4.5804  -1.4675
C  -0.8745  -5.4754  -0.4493
C  -0.5706  -4.9946  0.8183
C  -0.5840  -3.6317  1.0760
H  -1.0508  4.2816  -2.0288
H  -1.5523  2.5701  -2.1478
H  0.1339  3.0399  -2.4812
H  -0.2742  5.6910  -0.1929
H  1.2030  5.0198  -0.9414
H  1.0962  5.1558  0.8255
H  -0.8419  4.2517  2.1334
H  -1.9080  2.8435  1.9574
H  -2.2013  4.3226  0.9863
H  -3.1733  2.4920  0.0382
H  -5.3435  1.3247  0.1772
H  -5.4016  -1.1527  0.4014
H  -3.3018  -2.4428  0.4672
H  -1.4334  -2.5039  -1.9976
H  -1.3997  -4.9422  -2.4657
H  -0.8544  -6.5401  -0.6494
H  -0.2983  -5.6790  1.6125
H  -0.3036  -3.2292  2.0433
O  1.8514  3.5004  2.5377
S  1.7316  2.2303  1.8741
O  2.9242  1.3963  1.8803
O  0.5685  1.4131  2.3038
O  1.4267  2.4764  0.3194
N  0.8652  0.1074  -1.8627
C  2.0516  -0.2208  -2.6425
C  3.3125  0.1066  -1.8408
O  4.3700  0.2064  -2.4773
O  3.1491  0.1428  -0.5823
H  0.0109  -0.2693  -2.2473
H  0.7485  1.1145  -1.8424
H  2.0901  0.3051  -3.5969
H  2.0967  -1.2927  -2.8426
C  4.1635  -1.6340  1.6307
S  2.5529  -2.3723  1.5293
O  2.6784  -3.7205  2.0534
O  1.6318  -1.4991  2.3117
O  2.1285  -2.3079  0.1256
H  4.6452  -2.0459  2.5175
H  4.0520  -0.5537  1.6952
H  4.6993  -1.8890  0.7170



# 3
The following is a quantum chemistry calculation of a molecular structure, C18H25N2O3Sn, from OMol25.

Values from the calculation:
Multiplicity: 1
Maximum force, eV Å⁻¹: 0.7
Total energy, hartree: -1249.3021
Total charge: +3
Gap between HOMO and LUMO (alpha / beta), eV: 5.609 / 7.354

Atoms and positions in Å:
Sn  -1.1181  -0.1665  0.5960
C  -3.9628  1.3022  -1.0784
O  -3.0570  0.1895  -0.8996
C  -3.6548  -1.1054  -1.0308
C  -4.0323  -1.6301  0.3303
O  -2.8224  -1.5813  1.1514
C  -3.0448  -1.6886  2.5853
C  -3.1199  -0.3068  3.1778
O  -1.9422  0.3818  2.7034
C  -1.5907  1.5713  3.4627
H  -4.2413  1.3768  -2.1280
H  -3.4345  2.2015  -0.7727
H  -4.8542  1.1747  -0.4632
H  -2.9017  -1.7599  -1.4799
H  -4.5084  -1.0804  -1.7087
H  -4.3650  -2.6666  0.2697
H  -4.8037  -1.0287  0.8136
H  -2.1897  -2.2321  2.9874
H  -3.9426  -2.2743  2.7780
H  -3.0977  -0.3652  4.2672
H  -4.0073  0.2518  2.8718
H  -1.5562  1.3204  4.5207
H  -2.3239  2.3546  3.2783
H  -0.6044  1.8872  3.1324
C  2.7100  1.9023  -0.6401
N  1.9584  0.6797  -0.2727
C  2.6718  -0.2627  0.2166
C  2.1063  -1.5105  0.6776
C  2.8803  -2.6388  1.0802
C  1.9953  -3.6031  1.4469
C  0.6843  -3.0144  1.2740
N  0.7440  -1.7678  0.8219
C  3.3613  1.8117  -1.9870
C  4.7523  2.0309  -2.1203
C  5.3164  2.0905  -3.3610
C  4.5049  1.8622  -4.5176
C  3.1147  1.6315  -4.3979
C  2.5595  1.5782  -3.1565
H  3.4556  2.1354  0.1227
H  1.9964  2.7315  -0.6669
H  3.7593  -0.1949  0.3101
H  3.9569  -2.7018  1.0682
H  2.1923  -4.6024  1.8009
H  -0.2613  -3.4983  1.4807
H  5.3500  2.1951  -1.2331
H  6.3673  2.3100  -3.4959
H  4.9739  1.8382  -5.4941
H  2.5231  1.4890  -5.2915
H  1.5024  1.3825  -3.0300